DFT (ωB97M-V/def2-TZVPD) results for C52H120CuN7O12 as an isolated structure in a non-equilibrium geometry.

Results
Max |F| = 3.069 eV/A
Orbital gap = 7.610 eV
LUMO level = 0.422 eV

Each line ends with the Löwdin charge.
CARTESIAN COORDINATES (ANGSTROEM)
Cu  8.9576  10.6577  14.3165  0.39
C  8.6130  7.8518  12.0208  -0.32
O  8.8652  8.6310  13.1322  -0.38
H  8.8108  8.3999  11.0997  0.05
H  9.1567  6.9079  12.0614  0.06
H  7.6034  7.4537  11.9191  0.03
C  6.0703  19.7355  11.2525  -0.03
C  7.2258  18.9200  10.7331  -0.54
C  8.4357  19.0337  11.7239  -0.11
C  8.0897  18.2573  12.9692  -0.22
C  7.7658  16.8427  12.7005  -0.17
C  6.5390  16.6500  11.7404  -0.46
N  6.8332  17.5081  10.5695  -0.08
O  5.7669  17.4298  9.6226  -0.02
C  6.6579  15.1806  11.3884  -0.05
C  5.3173  16.9073  12.6568  -0.02
C  7.6601  19.3598  9.4104  -0.06
H  5.2060  19.6635  10.5923  0.09
H  6.3167  20.7972  11.2702  0.09
H  5.6743  19.4942  12.2388  0.07
H  9.3973  18.7276  11.3120  0.12
H  8.5355  20.0927  11.9619  0.12
H  7.2073  18.7255  13.4053  0.10
H  8.9215  18.2295  13.6730  0.12
H  7.6246  16.5087  13.7285  0.12
H  8.6522  16.2661  12.4362  0.12
H  6.9060  14.5042  12.2063  0.06
H  5.8238  14.7557  10.8300  0.09
H  7.5228  14.9999  10.7501  0.09
H  5.3719  17.7891  13.2952  0.06
H  4.4804  17.1490  12.0016  0.08
H  5.0758  16.0432  13.2758  0.08
H  8.4461  18.7507  8.9639  0.10
H  8.1765  20.3107  9.5409  0.09
H  6.8577  19.5016  8.6864  0.09
H  6.2301  17.1301  8.8370  0.10
C  7.4498  5.1086  14.6557  -0.03
C  8.6548  4.4256  15.3784  -0.47
C  8.6304  2.9930  14.8295  -0.15
C  9.9215  2.2525  15.0992  -0.20
C  11.2029  2.9050  14.5893  -0.13
C  11.2764  4.3813  15.1012  -0.44
N  9.9292  5.0332  14.9480  -0.10
O  9.9795  6.3960  15.1864  -0.03
C  11.8410  4.3869  16.5317  -0.03
C  12.3124  5.0677  14.1388  -0.04
C  8.3721  4.4467  16.9247  -0.01
H  7.8615  5.2516  13.6566  0.08
H  7.3107  6.1401  14.9795  0.06
H  6.5448  4.5053  14.5853  0.09
H  7.8302  2.3486  15.1936  0.12
H  8.4573  3.0395  13.7543  0.12
H  9.8575  1.2543  14.6661  0.11
H  10.0047  2.0290  16.1628  0.10
H  11.2122  2.8447  13.5010  0.11
H  12.0200  2.2435  14.8772  0.12
H  11.7549  5.2876  17.1396  0.06
H  11.3539  3.6471  17.1670  0.06
H  12.9056  4.1533  16.5195  0.08
H  12.4933  6.0874  14.4788  0.05
H  13.3149  4.6535  14.0319  0.08
H  12.0165  5.1180  13.0909  0.08
H  9.2529  4.0242  17.4082  0.05
H  7.4869  3.8984  17.2472  0.08
H  8.3200  5.4695  17.2978  0.06
H  9.6313  6.7546  14.3668  0.06
C  3.2759  9.2271  13.6601  -0.01
C  3.6722  7.7078  13.4702  -0.49
C  2.5276  6.7402  13.9092  -0.13
C  1.3771  6.6992  12.9428  -0.18
C  1.9031  6.1990  11.5956  -0.16
C  3.0111  7.0920  11.0508  -0.50
N  4.0696  7.3768  12.0869  -0.07
O  5.0824  8.2400  11.6055  -0.02
C  3.6785  6.1874  10.0004  -0.05
C  2.4375  8.2925  10.2949  -0.03
C  4.8154  7.5059  14.3856  -0.07
H  2.5490  9.3076  14.4683  0.08
H  2.7222  9.5894  12.7940  0.06
H  4.1205  9.8810  13.8777  0.06
H  2.9885  5.7969  14.2020  0.12
H  2.1130  7.1610  14.8252  0.11
H  0.9202  7.6797  12.8082  0.11
H  0.5361  6.1160  13.3178  0.11
H  1.1867  5.9313  10.8189  0.12
H  2.2637  5.1952  11.8202  0.11
H  4.0434  5.3314  10.5680  0.08
H  3.0989  5.9394  9.1112  0.09
H  4.5624  6.6879  9.6050  0.07
H  1.9498  9.0246  10.9385  0.06
H  3.3075  8.7960  9.8734  0.08
H  1.6813  8.0248  9.5570  0.09
H  4.5652  7.7432  15.4196  0.10
H  5.7394  8.0452  14.1770  0.08
H  5.1474  6.4681  14.4157  0.06
H  5.9173  7.7671  11.6365  0.06
C  9.7933  15.3559  19.2149  -0.10
O  9.7062  14.0597  19.7899  -0.20
C  10.3754  13.9868  21.0662  -0.21
C  10.6112  12.5841  21.5944  -0.17
N  11.0785  11.5549  20.5784  -0.03
C  10.9866  10.2582  21.1896  -0.22
C  11.5719  9.0722  20.3697  -0.22
O  10.7853  8.8445  19.2662  -0.20
C  11.3702  7.9723  18.4030  -0.14
H  9.1772  15.3007  18.3173  0.07
H  10.8009  15.5347  18.8396  0.09
H  9.4340  16.1672  19.8480  0.09
H  9.9239  14.6095  21.8385  0.13
H  11.3866  14.3403  20.8646  0.10
H  9.6225  12.2635  21.9228  0.11
H  11.3121  12.6263  22.4281  0.12
H  10.3984  11.5913  19.8326  0.08
H  10.0233  9.9414  21.5894  0.11
H  11.6164  10.3362  22.0759  0.12
H  11.6127  8.1805  20.9953  0.13
H  12.5751  9.4140  20.1152  0.12
H  12.4159  8.0350  18.1022  0.10
H  10.6856  7.8654  17.5615  0.08
H  11.3967  7.0408  18.9686  0.09
C  12.1999  8.9919  14.3905  -0.13
O  13.3247  9.5583  14.9164  -0.17
C  13.0609  10.5847  15.8185  -0.23
C  14.4014  11.2678  16.0822  -0.18
N  14.4700  12.4380  16.9939  -0.06
C  13.7861  12.1822  18.3193  -0.18
C  13.7974  13.3966  19.2545  -0.26
O  15.0707  13.5868  19.7625  -0.19
C  15.1735  14.6242  20.7836  -0.07
H  11.6543  8.4895  15.1893  0.08
H  12.3684  8.3974  13.4926  0.10
H  11.5336  9.7998  14.0880  0.06
H  12.5171  10.2790  16.7123  0.10
H  12.3302  11.2431  15.3488  0.12
H  14.9078  11.6150  15.1815  0.12
H  15.0837  10.5339  16.5111  0.11
H  15.4227  12.7078  17.1929  0.10
H  14.2834  11.3679  18.8464  0.12
H  12.7455  11.9030  18.1539  0.09
H  13.1392  13.1679  20.0927  0.09
H  13.4894  14.3395  18.8026  0.12
H  15.1259  14.1808  21.7782  0.08
H  14.3761  15.3548  20.6477  0.08
H  16.0786  15.2291  20.8389  0.08
C  6.1955  8.9031  19.9604  -0.14
O  6.4866  9.4089  18.7222  -0.19
C  7.5815  8.7154  18.1594  -0.20
C  7.6832  9.1381  16.6637  -0.15
N  7.8547  10.5858  16.5427  -0.04
C  8.9944  11.1887  17.3106  -0.13
C  9.3591  12.6574  16.8240  -0.19
O  9.6968  12.5289  15.4780  -0.22
C  9.7132  13.8056  14.8873  -0.09
H  5.3252  9.4670  20.2961  0.10
H  7.0286  9.1509  20.6182  0.09
H  5.9925  7.8412  20.0988  0.09
H  7.3474  7.6576  18.2788  0.11
H  8.4815  8.8402  18.7615  0.10
H  6.6814  9.0021  16.2563  0.11
H  8.4594  8.6142  16.1059  0.11
H  7.0481  10.7831  17.1177  0.10
H  9.8972  10.5782  17.2931  0.11
H  8.7869  11.2810  18.3766  0.11
H  10.2377  12.9886  17.3776  0.11
H  8.5835  13.4136  16.9454  0.12
H  10.1092  14.5941  15.5272  0.09
H  8.7039  14.1152  14.6160  0.07
H  10.2418  13.7399  13.9363  0.10
C  6.3387  12.3328  14.1051  -0.04
O  7.6178  12.3522  13.4078  -0.24
C  7.5222  11.7863  12.1608  -0.25
C  8.8165  11.9872  11.3311  -0.16
N  9.8848  11.2112  11.9330  -0.06
C  11.1822  11.4397  11.3748  -0.17
C  11.2740  10.7873  9.9412  -0.22
O  10.5403  11.3621  8.8913  -0.21
C  10.7629  10.7532  7.6286  -0.09
H  6.3855  13.0339  14.9384  0.09
H  6.0713  11.3661  14.5318  0.07
H  5.5701  12.6356  13.3939  0.09
H  6.7629  12.3170  11.5863  0.11
H  7.2778  10.7241  12.1713  0.12
H  9.0498  13.0459  11.4443  0.12
H  8.6825  11.7185  10.2833  0.12
H  9.6415  10.2393  11.8049  0.07
H  11.8944  10.8855  11.9861  0.10
H  11.6431  12.4256  11.4354  0.12
H  11.0307  9.7352  10.0893  0.12
H  12.3151  10.6968  9.6313  0.11
H  11.8132  10.5578  7.4123  0.08
H  10.4909  11.5495  6.9358  0.09
H  10.1895  9.8263  7.6428  0.09

DFT (ωB97M-V/def2-TZVPD) results for a 10-piece molecular cluster, C52H122O36P6 overall in a non-equilibrium geometry.

Results
Max |F| = 6.689 eV/A
SMILES string = CCOP(=O)(OCC)OCC.CCOP(=O)(OCC)OCC.CCOP(=O)(OCC)OCC.CCOP(=O)(OCC)OCC.CCOP(=O)(OCC)OCC.CCOP(=O)(OCC)OCC.CCOC(=O)OC.CCOC(=O)OC.CCOC(=O)OC.CCOC(=O)OC
Orbital gap = 10.670 eV
LUMO level = 0.330 eV

Each line ends with the Löwdin charge.
CARTESIAN COORDINATES (ANGSTROEM)
C  -43.1635  -4.1062  4.3706  -0.06
C  -43.3477  -3.5341  2.9674  -0.27
O  -42.3501  -2.5448  2.7813  -0.18
P  -41.9908  -1.8983  1.3913  0.45
O  -41.4548  -2.7988  0.3357  -0.24
O  -41.0574  -0.6522  1.7775  -0.17
C  -39.9679  -0.7977  2.6222  -0.30
C  -38.7320  -0.6908  1.7349  -0.08
O  -43.3866  -1.2020  0.8862  -0.19
C  -43.4120  -0.6796  -0.4419  -0.28
C  -44.4759  0.4206  -0.5101  -0.07
H  -42.2140  -4.6413  4.3616  0.08
H  -43.1568  -3.3361  5.1420  0.08
H  -43.9811  -4.8127  4.5136  0.08
H  -43.3187  -4.2518  2.1475  0.12
H  -44.3400  -3.0978  2.8529  0.12
H  -39.9444  -0.0297  3.3953  0.12
H  -39.8872  -1.7495  3.1473  0.12
H  -38.6416  0.2867  1.2611  0.08
H  -37.7967  -0.8433  2.2735  0.07
H  -38.6771  -1.4786  0.9836  0.08
H  -42.4318  -0.2673  -0.6814  0.11
H  -43.4803  -1.4582  -1.2015  0.12
H  -44.4470  1.0008  0.4121  0.07
H  -44.1905  1.1281  -1.2886  0.07
H  -45.5171  0.1109  -0.5995  0.07
C  -35.8534  -14.8129  4.8249  -0.08
C  -37.2200  -14.1065  5.0060  -0.27
O  -37.5347  -13.5655  3.7328  -0.20
P  -38.6839  -12.4044  3.5916  0.52
O  -39.6798  -12.4543  4.6783  -0.24
O  -37.8424  -10.9811  3.5588  -0.19
C  -36.9871  -10.5942  2.4808  -0.27
C  -37.4239  -9.1535  2.3076  -0.08
O  -39.3348  -12.5756  2.1079  -0.19
C  -40.2586  -13.5709  1.8081  -0.30
C  -41.1927  -13.1899  0.6505  -0.06
H  -34.9732  -14.2045  5.0328  0.07
H  -35.6436  -15.6011  5.5481  0.07
H  -35.7961  -15.2928  3.8479  0.07
H  -37.8834  -14.8487  5.4499  0.12
H  -37.1033  -13.2924  5.7214  0.12
H  -35.9230  -10.6223  2.7154  0.12
H  -37.1043  -11.1635  1.5587  0.12
H  -37.3666  -8.4703  3.1549  0.08
H  -36.8569  -8.6821  1.5048  0.07
H  -38.4332  -9.1907  1.8978  0.08
H  -39.6484  -14.4558  1.6270  0.12
H  -40.9190  -13.7865  2.6480  0.11
H  -41.9748  -13.9249  0.4602  0.08
H  -41.7382  -12.2840  0.9149  0.08
H  -40.6163  -13.0184  -0.2587  0.07
C  -47.8897  -17.5921  -20.1048  -0.06
C  -46.4605  -18.1829  -20.2444  -0.29
O  -45.6281  -17.1866  -20.7771  -0.20
P  -44.1797  -16.9717  -20.0213  0.53
O  -43.3121  -15.9462  -20.6014  -0.21
O  -44.7051  -16.5716  -18.5201  -0.21
C  -45.0962  -15.2622  -18.3531  -0.32
C  -45.7340  -15.0940  -16.9374  -0.04
O  -43.5675  -18.4934  -19.7909  -0.19
C  -42.6816  -19.0932  -20.6954  -0.27
C  -43.4542  -19.4305  -22.0029  -0.07
H  -48.0258  -16.5911  -19.6956  0.07
H  -48.3512  -17.5328  -21.0905  0.07
H  -48.5622  -18.2526  -19.5574  0.07
H  -46.1753  -18.4241  -19.2204  0.10
H  -46.3755  -19.1284  -20.7799  0.12
H  -44.1922  -14.6708  -18.4987  0.11
H  -45.7870  -15.0227  -19.1616  0.11
H  -46.6148  -15.7319  -16.8645  0.07
H  -44.9414  -15.3627  -16.2390  0.08
H  -46.1063  -14.0821  -16.7775  0.07
H  -41.9025  -18.3770  -20.9562  0.11
H  -42.3143  -20.0556  -20.3391  0.12
H  -43.9570  -20.3869  -21.8597  0.07
H  -44.0764  -18.6301  -22.4035  0.07
H  -42.7237  -19.6729  -22.7748  0.07
C  -54.3090  -6.0687  -4.3931  -0.07
C  -52.9008  -5.5459  -4.7998  -0.28
O  -52.1436  -6.5922  -5.3964  -0.19
P  -50.7607  -6.1853  -6.1927  0.53
O  -50.0083  -7.2803  -6.8488  -0.23
O  -51.3380  -5.0917  -7.2313  -0.20
C  -51.6981  -5.3376  -8.5726  -0.27
C  -52.9584  -6.1777  -8.5890  -0.08
O  -49.9016  -5.1963  -5.1717  -0.20
C  -49.4035  -5.6856  -3.9702  -0.30
C  -48.1174  -6.4881  -4.2802  -0.07
H  -54.4102  -6.6395  -3.4700  0.07
H  -54.8744  -5.1731  -4.1356  0.07
H  -54.8506  -6.4889  -5.2406  0.07
H  -53.0904  -4.6914  -5.4494  0.11
H  -52.4335  -5.2213  -3.8701  0.11
H  -51.9406  -4.3916  -9.0567  0.12
H  -50.8909  -5.7939  -9.1455  0.12
H  -53.3980  -6.3700  -9.5677  0.08
H  -52.8212  -7.2014  -8.2408  0.08
H  -53.7523  -5.6922  -8.0214  0.08
H  -49.1579  -4.9554  -3.1991  0.12
H  -50.1959  -6.3551  -3.6356  0.10
H  -48.4103  -7.4085  -4.7853  0.06
H  -47.4926  -5.9043  -4.9563  0.08
H  -47.5478  -6.8333  -3.4173  0.07
C  -36.0593  -12.9507  -4.5442  -0.08
C  -36.2842  -12.4358  -5.9330  -0.28
O  -37.6946  -12.5131  -6.0128  -0.23
P  -38.5704  -11.9326  -7.3003  0.56
O  -38.0887  -12.3567  -8.6333  -0.24
O  -38.6908  -10.2839  -6.9914  -0.22
C  -39.2933  -9.6316  -5.8910  -0.26
C  -38.2382  -9.5728  -4.7520  -0.07
O  -40.0923  -12.4179  -7.0140  -0.21
C  -41.0173  -12.3879  -8.0983  -0.29
C  -42.3548  -12.3573  -7.4633  -0.08
H  -36.7096  -12.5234  -3.7810  0.08
H  -36.1161  -14.0376  -4.4844  0.08
H  -35.0361  -12.6841  -4.2796  0.08
H  -36.0099  -11.3833  -6.0043  0.11
H  -35.8423  -12.9870  -6.7630  0.12
H  -39.6351  -8.6287  -6.1466  0.11
H  -40.2006  -10.1779  -5.6328  0.11
H  -37.2342  -9.1756  -4.9014  0.08
H  -38.6713  -8.9622  -3.9598  0.07
H  -38.1952  -10.5661  -4.3052  0.06
H  -40.8861  -11.4379  -8.6164  0.12
H  -40.8189  -13.1836  -8.8163  0.13
H  -42.5353  -11.5486  -6.7551  0.08
H  -43.1384  -12.2564  -8.2142  0.08
H  -42.5783  -13.2934  -6.9515  0.08
C  -33.9164  -24.9397  -4.1911  -0.06
C  -34.1242  -23.4046  -4.0533  -0.24
O  -32.8202  -22.8047  -3.8556  -0.20
P  -32.6712  -21.2123  -4.1926  0.54
O  -31.4142  -20.5094  -3.8442  -0.22
O  -33.0148  -21.2475  -5.7591  -0.18
C  -32.8347  -20.0560  -6.4448  -0.31
C  -32.8519  -20.3204  -7.9517  -0.06
O  -34.1009  -20.5884  -3.5419  -0.20
C  -34.2003  -20.2916  -2.2373  -0.36
C  -35.6268  -19.9663  -1.8894  -0.07
H  -32.9934  -25.2703  -4.6674  0.08
H  -33.7874  -25.3332  -3.1828  0.07
H  -34.8210  -25.4084  -4.5785  0.07
H  -34.6196  -22.9558  -4.9143  0.11
H  -34.6667  -23.2002  -3.1303  0.11
H  -33.5811  -19.3516  -6.0778  0.12
H  -31.8495  -19.6204  -6.2781  0.11
H  -33.1526  -19.4663  -8.5585  0.08
H  -31.8677  -20.6404  -8.2938  0.08
H  -33.5107  -21.1722  -8.1204  0.07
H  -33.9671  -21.2244  -1.7239  0.12
H  -33.5731  -19.4631  -1.9082  0.13
H  -36.0909  -19.3279  -2.6411  0.08
H  -36.3611  -20.7560  -1.7303  0.07
H  -35.6230  -19.3627  -0.9819  0.08
C  -29.2862  -8.2979  -3.8264  -0.06
C  -28.1150  -9.2870  -3.6134  -0.22
O  -28.3646  -9.9583  -2.3810  0.01
C  -27.7431  -11.0997  -1.9866  -0.56
O  -28.1340  -11.6592  -0.9879  0.13
O  -26.6932  -11.4612  -2.7421  -0.01
C  -26.0119  -12.6797  -2.4313  -0.04
H  -30.1728  -8.9231  -3.9320  0.08
H  -29.1456  -7.8163  -4.7941  0.07
H  -29.3693  -7.6071  -2.9873  0.08
H  -27.2028  -8.7093  -3.4646  0.12
H  -28.0525  -10.0036  -4.4323  0.12
H  -25.3954  -12.5610  -1.5403  0.10
H  -25.3170  -12.9881  -3.2124  0.09
H  -26.6156  -13.5818  -2.3321  0.10
C  -39.5206  -19.3349  -8.0812  -0.06
C  -39.6087  -19.0054  -9.5463  -0.26
O  -40.0572  -20.0595  -10.3213  0.03
C  -41.3262  -20.0043  -10.7468  -0.56
O  -42.1940  -19.2740  -10.2303  0.09
O  -41.4176  -20.7431  -11.8277  0.02
C  -42.5404  -20.4839  -12.6767  -0.03
H  -38.9351  -20.2076  -7.7919  0.08
H  -40.5001  -19.5113  -7.6367  0.08
H  -39.1498  -18.4120  -7.6352  0.08
H  -38.6069  -19.0300  -9.9751  0.13
H  -39.9518  -18.0027  -9.8009  0.14
H  -42.8486  -19.4396  -12.6259  0.09
H  -43.3752  -21.0930  -12.3298  0.10
H  -42.3125  -20.6887  -13.7227  0.09
C  -30.8545  -9.4822  -10.1913  -0.05
C  -29.8059  -9.8129  -11.3352  -0.24
O  -28.5671  -10.0717  -10.9116  0.01
C  -28.2005  -11.1430  -10.1410  -0.46
O  -28.9853  -11.9922  -9.6788  0.08
O  -26.8452  -11.1871  -9.8679  -0.02
C  -26.3129  -12.2581  -9.0660  -0.05
H  -31.8593  -9.6425  -10.5821  0.07
H  -30.9016  -8.4673  -9.7963  0.06
H  -30.6948  -10.1051  -9.3112  0.07
H  -29.7432  -9.0962  -12.1540  0.13
H  -30.1696  -10.7950  -11.6374  0.12
H  -25.2376  -12.0825  -9.0351  0.09
H  -26.4514  -13.2466  -9.5039  0.10
H  -26.6058  -12.2286  -8.0165  0.09
C  -45.9305  -4.8616  -13.0691  -0.06
C  -45.9693  -3.4207  -12.4859  -0.17
O  -45.7549  -2.4182  -13.5286  0.04
C  -46.7875  -1.7449  -13.9630  -0.63
O  -47.9692  -1.9515  -13.7446  0.11
O  -46.2781  -0.7014  -14.6034  0.00
C  -47.1614  0.2767  -15.2023  -0.03
H  -46.1785  -5.5041  -12.2242  0.07
H  -44.9219  -5.2509  -13.2080  0.07
H  -46.6221  -5.1357  -13.8658  0.08
H  -45.1920  -3.2907  -11.7329  0.12
H  -46.8665  -3.2719  -11.8850  0.12
H  -46.5365  1.0991  -15.5507  0.09
H  -47.8257  0.7567  -14.4837  0.09
H  -47.6910  -0.1054  -16.0750  0.10

E_tot values, unit hartree, following the record order: -4979.4417; -6811.7149.